# 1
C16H16N4O2S in the gas phase at a distorted geometry, computed with wB97M-V/def2-TZVPD.

The value obtained for the lowest unoccupied orbital energy is 0.417 eV. The SMILES is COCC(=O)n1nc(-c2ccccc2)nc1NCc1cccs1. For the total energy, the calculation gives -1386.99851 Ha.

Cartesian coordinates (Å):
1 C 4.505 -0.686 -0.385
2 O 3.455 0.246 -0.423
3 C 3.128 0.653 -1.730
4 C 1.806 1.395 -1.662
5 O 1.668 2.581 -1.874
6 N 0.751 0.601 -1.314
7 N 0.819 -0.746 -1.129
8 C -0.371 -1.079 -0.695
9 C -0.758 -2.432 -0.353
10 C 0.141 -3.485 -0.510
11 C -0.239 -4.770 -0.178
12 C -1.513 -5.015 0.314
13 C -2.408 -3.969 0.474
14 C -2.036 -2.680 0.143
15 N -1.241 -0.025 -0.585
16 C -0.545 1.007 -0.974
17 N -0.958 2.271 -1.105
18 C -2.187 2.690 -0.456
19 C -1.979 2.946 1.002
20 C -1.719 4.130 1.622
21 C -1.509 3.991 3.012
22 C -1.603 2.701 3.422
23 S -1.949 1.627 2.125
24 H 4.667 -0.921 0.665
25 H 4.240 -1.601 -0.929
26 H 5.424 -0.269 -0.814
27 H 3.896 1.322 -2.143
28 H 3.003 -0.221 -2.387
29 H 1.127 -3.273 -0.891
30 H 0.457 -5.587 -0.300
31 H -1.806 -6.022 0.573
32 H -3.399 -4.162 0.860
33 H -2.716 -1.851 0.263
34 H -0.227 2.954 -1.275
35 H -2.537 3.598 -0.952
36 H -2.911 1.885 -0.599
37 H -1.688 5.073 1.106
38 H -1.298 4.814 3.669
39 H -1.487 2.308 4.413

=====

# 2
A molecular structure, C34H33IN5RuS2Si, computed with wB97M-V/def2-TZVPD.

The value obtained for the lowest unoccupied orbital energy (spin up / spin down) is -8.525 / -11.255 eV. The multiplicity is 5. Its expectation value of S² is 6.0279. Its charge is +3. For the total energy, the calculation gives -3066.74594 Ha.

Cartesian coordinates (Å):
1 Ru -0.487 0.288 -0.721
2 S 4.360 0.425 -3.758
3 C 5.963 0.436 -4.309
4 C 6.865 0.410 -3.283
5 C 6.245 0.381 -2.023
6 C 4.868 0.383 -2.089
7 C 3.918 0.361 -1.000
8 C 2.532 0.410 -1.246
9 N 1.616 0.399 -0.288
10 C 1.995 0.347 1.013
11 C 3.356 0.289 1.365
12 C 3.709 0.225 2.754
13 C 2.761 0.234 3.716
14 C 1.368 0.323 3.381
15 C 0.354 0.359 4.342
16 C -0.984 0.467 3.968
17 C -1.243 0.553 2.577
18 N -0.301 0.507 1.659
19 C 0.996 0.382 2.025
20 C -2.067 0.500 4.921
21 C -3.428 0.531 4.686
22 C -4.197 0.540 5.858
23 C -3.419 0.516 6.987
24 S -1.766 0.482 6.639
25 C 4.305 0.294 0.340
26 H 6.172 0.460 -5.368
27 H 7.934 0.416 -3.438
28 H 6.803 0.361 -1.098
29 H 2.178 0.476 -2.270
30 H 4.759 0.170 3.011
31 H 3.034 0.184 4.762
32 H 0.622 0.305 5.389
33 H -2.258 0.682 2.219
34 H -3.872 0.548 3.700
35 H -5.275 0.565 5.886
36 H -3.759 0.522 8.011
37 H 5.354 0.251 0.602
38 C -2.812 -2.471 -2.656
39 Si -2.969 -0.608 -2.477
40 C -4.767 -0.075 -2.639
41 C -1.781 0.265 -3.680
42 C -2.541 0.028 -0.669
43 H -3.570 -2.802 -3.369
44 H -2.998 -3.003 -1.721
45 H -1.845 -2.781 -3.048
46 H -5.119 -0.384 -3.627
47 H -4.913 1.000 -2.539
48 H -5.384 -0.578 -1.893
49 H -1.604 -0.359 -4.557
50 H -0.793 0.481 -3.242
51 H -2.190 1.211 -4.042
52 H -2.935 -0.691 0.052
53 H -3.014 0.994 -0.463
54 I -3.112 5.263 -2.969
55 C -1.650 4.421 -1.728
56 C -0.782 5.211 -0.982
57 C 0.160 4.579 -0.181
58 C 0.212 3.202 -0.148
59 N -0.627 2.434 -0.870
60 C -1.542 3.046 -1.643
61 H -0.838 6.291 -1.021
62 H 0.854 5.153 0.417
63 H 0.939 2.706 0.475
64 H -2.208 2.417 -2.217
65 N 0.080 -5.876 -0.573
66 C -0.030 -4.555 -0.579
67 C -0.780 -3.868 0.412
68 C -0.866 -2.510 0.377
69 N -0.284 -1.755 -0.590
70 C 0.442 -2.403 -1.539
71 C 0.602 -3.754 -1.565
72 H -0.374 -6.429 0.136
73 H 0.594 -6.369 -1.286
74 H -1.283 -4.417 1.196
75 H -1.395 -1.986 1.160
76 H 0.911 -1.789 -2.299
77 H 1.204 -4.218 -2.335

=====

# 3
A molecular structure, C70H61N12O3SSb2Ti at a distorted geometry, computed with wB97M-V/def2-TZVPD.

The value obtained for the lowest unoccupied orbital energy (spin up / spin down) is -3.243 / -3.238 eV. Its charge is +1. For the total energy, the calculation gives -5314.82455 Ha.

Cartesian coordinates (Å):
1 Ti -0.734 0.423 -0.286
2 C -3.072 0.497 -3.121
3 O -2.744 0.567 -1.734
4 C -3.830 0.773 -0.875
5 C -5.139 0.636 -1.295
6 C -6.174 0.879 -0.399
7 C -5.879 1.272 0.894
8 C -4.560 1.405 1.307
9 C -3.511 1.133 0.432
10 N -2.139 1.243 0.812
11 N -2.022 1.748 2.052
12 C -0.790 1.988 2.576
13 C 0.446 1.690 1.997
14 O 0.479 0.909 0.896
15 C 1.656 2.205 2.514
16 C 1.665 2.904 3.678
17 C 0.446 3.126 4.398
18 C 0.447 3.795 5.643
19 C -0.720 4.020 6.320
20 C -1.944 3.585 5.771
21 C -1.972 2.935 4.566
22 C -0.777 2.685 3.855
23 H -3.595 -0.430 -3.356
24 H -3.690 1.347 -3.401
25 H -2.145 0.523 -3.684
26 H -5.377 0.325 -2.302
27 H -7.199 0.761 -0.725
28 H -6.679 1.480 1.594
29 H -4.314 1.708 2.313
30 H 2.577 1.993 1.977
31 H 2.596 3.284 4.084
32 H 1.395 4.126 6.055
33 H -0.706 4.532 7.275
34 H -2.869 3.764 6.306
35 H -2.909 2.592 4.147
36 C 5.373 0.461 -1.731
37 N 4.009 0.015 -1.480
38 C 2.900 0.739 -1.280
39 N 1.838 -0.040 -1.322
40 C 2.384 -1.271 -1.559
41 N 3.692 -1.288 -1.669
42 C 5.588 0.854 -3.181
43 C 6.857 1.164 -3.659
44 C 7.027 1.615 -4.960
45 C 5.932 1.792 -5.802
46 C 4.671 1.456 -5.336
47 C 4.512 0.970 -4.041
48 C 3.390 1.745 -6.011
49 N 2.371 0.971 -6.125
50 N 1.262 1.815 -6.332
51 C 1.722 3.014 -6.325
52 O 3.064 3.054 -6.179
53 C 0.985 4.265 -6.060
54 C 1.571 5.521 -6.144
55 C 0.948 6.608 -5.544
56 C -0.198 6.427 -4.781
57 C -0.784 5.170 -4.698
58 C -1.887 4.863 -3.716
59 N -1.391 4.047 -2.585
60 C -0.894 2.818 -2.587
61 N -0.586 2.445 -1.358
62 C -0.926 3.549 -0.612
63 N -1.409 4.541 -1.318
64 C -0.229 4.118 -5.404
65 H 6.028 -0.359 -1.449
66 H 5.577 1.302 -1.072
67 H 2.903 1.806 -1.104
68 H 1.812 -2.186 -1.627
69 H 7.722 1.070 -3.008
70 H 8.021 1.855 -5.317
71 H 6.066 2.183 -6.803
72 H 3.510 0.724 -3.717
73 H 2.520 5.647 -6.652
74 H 1.396 7.591 -5.616
75 H -0.618 7.259 -4.226
76 H -2.703 4.322 -4.190
77 H -2.285 5.760 -3.257
78 H -0.740 2.235 -3.480
79 H -0.807 3.607 0.458
80 H -0.673 3.130 -5.374
81 C 0.887 -3.813 3.428
82 C -0.439 -3.570 4.145
83 C -1.654 -3.561 3.216
84 Sb -2.227 -1.694 2.252
85 C -3.954 -2.624 1.395
86 C -4.871 -3.329 2.179
87 C -5.951 -3.981 1.598
88 C -6.124 -3.952 0.218
89 C -5.216 -3.267 -0.576
90 C -4.142 -2.608 0.012
91 C -3.088 -0.859 4.003
92 C -4.459 -0.711 4.200
93 C -4.942 -0.150 5.377
94 C -4.061 0.276 6.364
95 C -2.692 0.160 6.163
96 C -2.209 -0.393 4.984
97 Sb 1.573 -2.410 1.947
98 C 2.961 -3.816 1.125
99 C 4.329 -3.846 1.381
100 C 5.141 -4.792 0.759
101 C 4.596 -5.716 -0.124
102 C 3.232 -5.699 -0.384
103 C 2.426 -4.751 0.235
104 C 2.866 -1.275 3.194
105 C 2.582 -1.097 4.548
106 C 3.386 -0.283 5.340
107 C 4.491 0.351 4.789
108 C 4.784 0.182 3.440
109 C 3.969 -0.617 2.647
110 H 0.842 -4.759 2.876
111 H 1.708 -3.907 4.143
112 H -0.406 -2.659 4.747
113 H -0.568 -4.384 4.864
114 H -2.560 -3.817 3.767
115 H -1.537 -4.318 2.431
116 H -4.751 -3.373 3.256
117 H -6.657 -4.516 2.223
118 H -6.964 -4.465 -0.234
119 H -5.344 -3.247 -1.652
120 H -3.449 -2.071 -0.626
121 H -5.160 -1.023 3.434
122 H -6.012 -0.042 5.522
123 H -4.442 0.711 7.280
124 H -1.998 0.518 6.915
125 H -1.135 -0.425 4.824
126 H 4.774 -3.147 2.082
127 H 6.204 -4.808 0.971
128 H 5.232 -6.448 -0.606
129 H 2.796 -6.421 -1.064
130 H 1.359 -4.752 0.020
131 H 1.730 -1.594 5.000
132 H 3.151 -0.150 6.389
133 H 5.123 0.976 5.408
134 H 5.649 0.671 3.009
135 H 4.204 -0.732 1.592
136 N -0.327 -4.228 -5.389
137 C -0.643 -4.623 -4.146
138 S -1.023 -6.153 -3.760
139 C -0.655 -3.493 -3.117
140 C -0.498 -2.171 -3.487
141 C -0.535 -1.193 -2.514
142 N -0.715 -1.429 -1.215
143 C -0.843 -2.706 -0.865
144 C -0.823 -3.753 -1.779
145 H -0.229 -4.956 -6.079
146 H 0.155 -3.364 -5.571
147 H -0.346 -1.858 -4.511
148 H -0.343 -0.167 -2.799
149 H -0.951 -2.908 0.187
150 H -0.943 -4.774 -1.438

=====

# 4
C15H17ClN6O3S in the gas phase at a distorted geometry, computed with wB97M-V/def2-TZVPD.

The value obtained for the lowest unoccupied orbital energy is 0.065 eV. The SMILES is Cc1nn(CCC(=O)NNC(=S)Nc2ccc(Cl)cc2)c(C)c1[N+](=O)[O-]. For the total energy, the calculation gives -1994.36019 Ha.

Cartesian coordinates (Å):
1 C 1.452 0.891 -1.300
2 C 0.830 1.872 -0.383
3 N 1.008 1.822 0.916
4 N 0.324 2.845 1.455
5 C 0.256 2.923 2.891
6 C -0.937 2.097 3.413
7 C -1.050 0.851 2.552
8 O -1.883 0.702 1.681
9 N -0.117 -0.091 2.818
10 N 0.063 -1.109 1.883
11 C 1.336 -1.511 1.642
12 S 2.570 -1.101 2.669
13 N 1.588 -2.299 0.568
14 C 0.725 -2.764 -0.427
15 C -0.593 -3.137 -0.166
16 C -1.400 -3.599 -1.189
17 C -0.897 -3.702 -2.476
18 Cl -1.909 -4.277 -3.750
19 C 0.421 -3.362 -2.744
20 C 1.225 -2.899 -1.723
21 C -0.325 3.570 0.533
22 C -1.181 4.731 0.862
23 C -0.013 2.975 -0.694
24 N -0.423 3.376 -1.975
25 O -0.088 2.683 -2.918
26 O -1.082 4.397 -2.079
27 H 2.162 0.284 -0.746
28 H 1.955 1.406 -2.115
29 H 0.687 0.255 -1.745
30 H 0.170 3.965 3.201
31 H 1.196 2.509 3.263
32 H -0.783 1.838 4.459
33 H -1.865 2.658 3.312
34 H 0.751 0.085 3.330
35 H -0.600 -1.011 1.113
36 H 2.575 -2.469 0.418
37 H -0.979 -3.109 0.840
38 H -2.419 -3.887 -0.984
39 H 0.812 -3.457 -3.745
40 H 2.251 -2.632 -1.928
41 H -1.454 5.250 -0.052
42 H -0.661 5.419 1.528
43 H -2.092 4.394 1.357